This record from OMol25 describes a 2-piece molecular cluster, C10H25N2O4P overall in a non-equilibrium geometry. The level of theory is ωB97M-V/def2-TZVPD.

ΔE to the lowest compared entry with this formula, charge and spin ... 4.147 eV
Calculated total energy ... -1147.6437 Ha
HOMO-LUMO gap ... 8.616 eV
Spin multiplicity ... 1
HOMO level ... -8.3 eV
SMILES string ... CCOCOC(=O)O[PH2]=N.CCN(CC)CC

```
42
Properties=species:S:1:pos:R:3:forces:R:3
C 1.9804 1.4636 0.0885 -0.2301 0.6951 -0.4630
C 2.6061 0.2898 -0.8701 0.2161 1.5178 -0.7773
O 3.4541 -0.6950 -0.1429 -2.6666 -0.2023 0.9075
C 2.6251 -1.6131 0.6527 -1.0042 -1.3047 -2.3816
O 3.0649 -1.8124 2.0411 2.7472 3.1942 -0.5862
C 3.8241 -0.6706 2.5658 -4.0796 4.9692 5.0958
O 3.1569 0.1379 3.4350 4.7191 -5.4191 -5.9603
O 5.2258 -0.3303 2.2966 -3.5003 -4.2469 -0.0467
P 6.1459 -1.6763 1.6898 2.8467 1.7756 -3.6248
N 6.9299 -1.1778 0.3242 0.0312 -1.4732 3.1627
H 2.0573 1.2631 1.2390 -0.2087 0.1052 -2.2526
H 2.5376 2.4947 -0.1117 -1.1102 -2.3128 0.4311
H 0.8535 1.6278 -0.2304 2.2795 -0.3216 0.8572
H 1.7576 -0.2131 -1.5167 1.6949 0.6195 1.5253
H 3.3172 0.8379 -1.6559 -1.3571 -1.5462 1.8504
H 2.7068 -2.6790 0.1227 0.0119 2.1404 1.3979
H 1.4645 -1.3517 0.6205 2.5804 -0.0365 0.3970
H 7.1136 -2.0532 2.7001 -1.2315 0.1865 -0.1392
H 5.3585 -2.8490 1.3613 -0.1581 1.2754 0.9461
H 7.9676 -1.2662 0.5438 -1.6150 0.4122 -0.3546
C -1.3940 -0.3818 0.6136 0.1073 0.0611 -0.0521
C -2.8788 -0.0571 0.5031 -0.0039 0.1545 -0.1265
N -3.1757 1.1444 -0.2825 -0.1234 0.2580 0.0403
C -4.5680 1.5887 -0.1579 0.1567 0.0891 0.2660
C -5.6550 0.6644 -0.6980 -0.3167 -0.0413 -0.1304
C -2.6303 1.1816 -1.6413 0.2914 0.0160 0.2167
C -3.0379 0.0651 -2.5975 -0.0692 -0.0942 -0.3691
H -0.8346 0.4620 1.0308 -0.0974 -0.0790 -0.0913
H -1.2506 -1.2403 1.2781 -0.0724 0.0930 -0.0632
H -0.9586 -0.6458 -0.3547 -0.0082 0.0416 0.0298
H -3.2483 0.0916 1.5259 -0.1358 0.1519 -0.2430
H -3.4040 -0.9356 0.1086 -0.0152 -0.1560 0.0265
H -4.6787 2.5741 -0.6289 0.2170 -0.1606 -0.0352
H -4.7738 1.7655 0.9061 0.2005 -0.1124 -0.0659
H -5.7018 0.6909 -1.7877 0.0147 -0.1019 0.0697
H -6.6333 0.9937 -0.3316 0.1039 -0.0252 -0.0187
H -5.5221 -0.3719 -0.3767 0.0229 0.0906 -0.0384
H -1.5354 1.1871 -1.5724 -0.1013 -0.0595 0.1476
H -2.8707 2.1469 -2.1054 -0.1393 -0.0951 0.2825
H -3.0163 -0.9223 -2.1286 -0.0118 0.0918 0.0037
H -2.3450 0.0379 -3.4454 -0.0531 -0.0068 0.0781
H -4.0343 0.2339 -3.0114 0.0676 -0.1435 0.0879
```
Positions in Å, forces in eV/Å.